Formula: Cl3H4MgO2
Source: the OMol25 dataset
Level of theory: ωB97M-V with the def2-TZVPD basis set

total charge = -2
energy above the lowest of the compared OMol25 structures with the same formula, charge and spin = 0.000 eV
strongest force on any atom = 0.01331 hartree/bohr
orbital gap (alpha / beta) = 0.0583 / 0.3222 Eh
spin multiplicity = 2

Each line ends with the Mulliken spin population.
Element x y z (Å)
1 Mg 0.10306 -0.08384 0.00628  1.7768
2 Cl -0.35911 0.10821 2.27592  -0.1951
3 Cl -1.66378 -0.90604 -1.22016  -0.1843
4 Cl 2.12002 0.48986 -0.99573  -0.1621
5 O 0.71456 -2.08969 0.20201  0.0522
6 H 1.47724 -2.48991 0.61960  -0.0226
7 H 0.18864 -2.83103 -0.09807  -0.0433
8 O -0.63195 2.28414 -0.25038  -0.3664
9 H -0.45965 3.11271 -0.69760  0.0486
10 H -1.48903 2.40562 0.15813  0.0960